# C72H139F36N20P6

A cluster of 17 separate species, C72H139F36N20P6 in total at a distorted geometry (ωB97M-V/def2-TZVPD, OMol25).

Cartesian coordinates (Å):
C1 -7.1907 1.8179 0.4892
C2 -7.9279 3.2437 0.6359
N1 -9.3121 3.1036 0.3715
C3 -10.4047 2.9551 1.2118
C4 -11.5890 2.9432 0.4363
N2 -11.1647 2.9440 -0.9125
C5 -9.8316 3.0851 -0.9277
C6 -12.0249 3.1469 -2.0942
H1 -6.1515 1.8683 0.8143
H2 -7.2600 1.3504 -0.4930
H3 -7.8098 1.1503 1.0884
H4 -7.5361 3.9850 -0.0605
H5 -7.8632 3.6045 1.6624
H6 -10.2547 2.8698 2.2780
H7 -12.6088 2.7924 0.7585
H8 -9.0809 3.0881 -1.7041
H9 -11.5869 3.9142 -2.7327
H10 -13.0179 3.4418 -1.7547
H11 -12.2269 2.2143 -2.6209
C7 -1.0215 3.1188 2.4486
C8 0.2138 2.3351 2.2395
N3 0.4209 1.8144 0.8661
C9 -0.1082 0.5476 0.4973
C10 0.5504 0.2040 -0.6523
N4 1.4085 1.2131 -1.0912
C11 1.2430 2.2449 -0.1522
C12 2.2826 1.1699 -2.1735
H12 -0.9791 3.6200 3.4156
H13 -2.0083 2.6577 2.4074
H14 -1.2016 3.9161 1.7274
H15 0.1585 1.4597 2.8865
H16 1.0526 2.8905 2.6591
H17 -0.7268 -0.0378 1.1614
H18 0.5832 -0.7646 -1.1289
H19 1.7474 3.1972 -0.0804
H20 1.9193 1.6154 -3.0996
H21 2.3271 0.1823 -2.6326
H22 3.2095 1.6457 -1.8532
C13 0.9368 -3.5389 2.0193
C14 0.6690 -4.3959 0.7813
N5 -0.5971 -5.0725 0.8617
C15 -1.8101 -4.3685 0.8099
C16 -2.8424 -5.3448 0.7923
N6 -2.2890 -6.5981 0.7062
C17 -0.9062 -6.3962 0.8222
C18 -2.9769 -7.9202 0.6118
H23 2.0058 -3.3847 2.1656
H24 0.4968 -3.9066 2.9463
H25 0.4076 -2.5885 1.9502
H26 1.4514 -5.1127 0.5321
H27 0.6979 -3.7158 -0.0701
H28 -1.7448 -3.3312 0.5163
H29 -3.8983 -5.1199 0.7637
H30 -0.2002 -7.1924 0.6379
H31 -4.0304 -7.6682 0.7327
H32 -2.6902 -8.4458 1.5227
H33 -2.5973 -8.4137 -0.2829
C19 4.6390 0.6661 4.0581
C20 4.9442 0.2948 2.5751
N7 5.5634 -1.0428 2.5049
C21 6.8560 -1.3718 2.7312
C22 6.9499 -2.7988 2.5984
N8 5.6747 -3.2531 2.2099
C23 4.9047 -2.1306 2.0985
C24 5.2880 -4.5426 1.8713
H34 4.1037 -0.0429 4.6897
H35 4.0698 1.5944 4.0088
H36 5.5335 1.1091 4.4959
H37 5.6190 0.9757 2.0563
H38 4.0613 0.2793 1.9361
H39 7.6156 -0.6587 3.0156
H40 7.7554 -3.5008 2.7558
H41 3.8600 -2.1964 1.8326
H42 4.2463 -4.7851 2.0810
H43 5.9223 -5.2805 2.3625
H44 5.4681 -4.7239 0.8116
C25 1.2597 4.8644 -5.5188
C26 1.7899 4.3775 -6.8394
N9 0.7449 4.1804 -7.8578
C27 -0.6137 4.1282 -7.4879
C28 -1.3507 3.7033 -8.6015
N10 -0.3948 3.4189 -9.5996
C29 0.8423 3.8703 -9.1609
C30 -0.6877 2.9074 -10.9522
H45 2.0857 4.7737 -4.8134
H46 0.4851 4.2738 -5.0297
H47 0.9099 5.8965 -5.4963
H48 2.3094 3.4273 -6.7158
H49 2.5250 5.0082 -7.3394
H50 -0.9859 4.2477 -6.4812
H51 -2.3727 3.4827 -8.8724
H52 1.7182 3.7313 -9.7772
H53 -1.7130 3.1081 -11.2629
H54 -0.7862 1.8334 -10.7942
H55 0.1077 3.2357 -11.6214
C31 4.6436 3.2386 -4.6331
C32 5.9939 2.9882 -4.0419
N11 6.2225 1.4944 -3.8821
C33 5.9303 0.4987 -4.8182
C34 6.4145 -0.7309 -4.2466
N12 6.9953 -0.4475 -3.0489
C35 6.8526 0.9218 -2.8448
C36 7.6428 -1.4537 -2.2005
H56 3.8274 2.7261 -4.1240
H57 4.5624 2.9734 -5.6872
H58 4.4050 4.3000 -4.7011
H59 6.0689 3.5184 -3.0925
H60 6.7878 3.3541 -4.6930
H61 5.4573 0.7381 -5.7591
H62 6.3634 -1.7254 -4.6644
H63 7.1232 1.3488 -1.8904
H64 8.6680 -1.6491 -2.5152
H65 7.1394 -2.4035 -2.3808
H66 7.4051 -1.1839 -1.1716
C37 -3.3157 2.7887 -1.4329
C38 -2.5789 1.6270 -2.1789
N13 -3.4693 1.2647 -3.3664
C39 -4.7661 0.8562 -3.3009
C40 -5.2264 0.7841 -4.6079
N14 -4.2723 1.3277 -5.4156
C41 -3.2363 1.6482 -4.6346
C42 -4.3066 1.4211 -6.8662
H67 -2.9657 2.9851 -0.4195
H68 -4.3573 2.5126 -1.2688
H69 -3.3372 3.7242 -1.9919
H70 -2.3749 0.7503 -1.5642
H71 -1.6543 2.0714 -2.5474
H72 -5.2135 0.6403 -2.3419
H73 -6.1085 0.3241 -5.0282
H74 -2.3155 2.0657 -5.0144
H75 -5.0406 0.7516 -7.3148
H76 -3.2933 1.2387 -7.2241
H77 -4.6770 2.3963 -7.1822
C43 5.6350 -5.4976 -11.7333
C44 5.0948 -5.5711 -10.3400
N15 5.0909 -4.3275 -9.6259
C45 6.2323 -3.6048 -9.3451
C46 5.7445 -2.5244 -8.7403
N16 4.4340 -2.6611 -8.3155
C47 4.0367 -3.8196 -8.9167
C48 3.6553 -1.7245 -7.5145
H78 6.4876 -4.8293 -11.8541
H79 4.8731 -5.0160 -12.3463
H80 5.7672 -6.4256 -12.2896
H81 5.8507 -6.1497 -9.8091
H82 4.0806 -5.9610 -10.2533
H83 7.2205 -3.8613 -9.6973
H84 6.3142 -1.7257 -8.2886
H85 3.0212 -4.1638 -9.0455
H86 2.5882 -1.8046 -7.7220
H87 3.8479 -0.6727 -7.7257
H88 3.7758 -1.9968 -6.4659
C49 0.5263 -4.6982 -6.1336
C50 0.5872 -3.8795 -4.8386
N17 -0.6106 -3.8503 -4.0755
C51 -0.9061 -4.7798 -3.1326
C52 -2.1053 -4.4780 -2.6131
N18 -2.6065 -3.3119 -3.2165
C53 -1.6572 -2.9457 -4.0743
C54 -3.8089 -2.6754 -2.9518
H89 1.4884 -4.8591 -6.6200
H90 -0.1074 -4.2786 -6.9149
H91 0.1281 -5.6948 -5.9431
H92 0.8362 -2.8214 -4.9187
H93 1.4024 -4.3387 -4.2794
H94 -0.2377 -5.5844 -2.8639
H95 -2.7308 -5.0519 -1.9454
H96 -1.6968 -2.0549 -4.6838
H97 -4.5856 -3.1677 -2.3665
H98 -4.2014 -2.4708 -3.9479
H99 -3.5721 -1.7169 -2.4900
C55 2.0659 5.5080 5.0131
C56 1.1566 4.6879 5.9612
C57 1.9147 3.5767 6.6451
C58 0.9972 2.6676 7.5037
N19 1.6730 1.6989 8.5256
C59 2.2856 2.5211 9.7399
C60 3.6505 1.9228 9.9294
C61 4.1404 1.7459 8.4796
C62 2.9133 0.9847 7.9396
C63 0.6939 0.5903 8.9550
H100 2.6516 4.8260 4.3967
H101 2.7313 5.9756 5.7389
H102 1.5767 6.1625 4.2918
H103 0.3235 4.1819 5.4734
H104 0.7088 5.3072 6.7384
H105 2.7993 3.9405 7.1679
H106 2.2283 2.9086 5.8430
H107 0.4135 2.0022 6.8676
H108 0.2367 3.2888 7.9768
H109 1.5102 2.3095 10.4762
H110 2.3752 3.5582 9.4164
H111 3.5741 0.9391 10.3925
H112 4.2154 2.6626 10.4965
H113 5.0579 1.1596 8.4286
H114 4.3478 2.6627 7.9278
H115 2.9057 -0.0188 8.3651
H116 2.8979 0.9161 6.8519
H117 -0.1531 1.0903 9.4248
H118 1.0690 -0.2342 9.5613
H119 0.5576 0.0815 8.0007
C64 -2.5028 -1.5676 10.6367
C65 -3.7011 -1.5907 9.6201
C66 -3.1889 -1.5005 8.1541
C67 -4.3710 -1.3914 7.1631
N20 -3.8439 -1.3792 5.6642
C68 -3.1206 -0.0626 5.1697
C69 -4.1711 0.9786 4.8539
C70 -5.5637 0.2090 4.8085
C71 -5.2323 -1.2697 4.9361
C72 -3.1750 -2.6693 5.1533
H120 -1.9744 -2.5141 10.5221
H121 -2.8145 -1.5076 11.6795
H122 -1.8605 -0.7113 10.4311
H123 -4.3767 -0.7746 9.8766
H124 -4.3747 -2.4438 9.7003
H125 -2.4789 -2.2886 7.9031
H126 -2.6148 -0.5797 8.0520
H127 -5.0166 -0.5170 7.2441
H128 -4.8884 -2.3504 7.1341
H129 -2.4154 -0.2951 4.3717
H130 -2.4362 0.2065 5.9742
H131 -3.7628 1.1575 3.8592
H132 -4.1200 1.8988 5.4360
H133 -6.0619 0.5034 3.8848
H134 -6.2205 0.6799 5.5399
H135 -4.9503 -1.7195 3.9841
H136 -5.9969 -1.9209 5.3597
H137 -2.2919 -2.8436 5.7680
H138 -2.9268 -2.6177 4.0932
H139 -3.9402 -3.4158 5.3664
P1 3.6731 -2.5146 -1.3918
F1 4.1466 -1.4547 -2.5415
F2 3.3798 -1.3084 -0.3813
F3 2.1937 -2.3790 -2.0797
F4 3.1644 -3.5899 -0.2822
F5 3.9385 -3.8334 -2.4010
F6 5.2082 -2.6123 -0.9824
P2 4.8315 3.6944 0.1019
F7 4.0820 2.2573 0.1977
F8 4.2871 3.9878 -1.3980
F9 3.5480 4.5811 0.5734
F10 5.6432 5.0588 0.1140
F11 5.3627 3.4133 1.6669
F12 6.2061 2.9428 -0.3928
P3 0.6958 -1.5906 5.3643
F13 0.2751 -0.0485 5.4479
F14 1.8350 -1.2496 6.4867
F15 -0.3337 -1.9640 6.5863
F16 1.2307 -3.1416 5.3966
F17 -0.5110 -1.9501 4.2240
F18 1.7876 -1.3028 4.2096
P4 0.3325 0.3323 -5.6534
F19 0.0984 1.0694 -7.0726
F20 0.1286 1.6968 -4.7430
F21 -1.2646 0.0713 -5.6818
F22 0.4590 -0.5593 -4.2895
F23 0.5586 -1.0292 -6.4438
F24 1.9568 0.5562 -5.6181
P5 -3.7469 -0.8905 0.8037
F25 -4.1928 -0.2923 -0.5885
F26 -4.1992 -2.3658 0.3692
F27 -2.3277 -1.1356 0.0648
F28 -3.1789 -1.5485 2.1332
F29 -3.0597 0.5109 1.2977
F30 -5.2021 -0.5481 1.3642
P6 -3.0268 4.0405 7.6420
F31 -1.7431 4.8787 7.0029
F32 -3.9423 4.0796 6.3381
F33 -2.3517 2.6809 7.1556
F34 -4.2716 3.0773 8.2412
F35 -2.1971 3.9231 8.9899
F36 -3.7453 5.3461 8.2549

Properties
- Electronic energy: -260275.50691 eV
- Charge: +5
- Gap between HOMO and LUMO: 8.334 eV
- HOMO: -16.52 eV